2 unconnected molecules or ions with the total composition C2H5IN2 in a non-equilibrium geometry. Source: the OMol25 dataset; level of theory: the ωB97M-V functional and the def2-TZVPD basis.

Geometry as ORCA input:
```
! wB97M-V def2-TZVPD RIJCOSX def2/J DEFGRID3
* xyz 0 1
C 1.501 -0.096 -2.358
N 2.036 -0.090 -1.174
I 3.636 -1.148 -0.696
H 0.749 0.647 -2.481
H 2.018 -0.413 -3.180
C 0.328 -0.749 1.535
N -0.485 -0.163 0.821
H 0.744 -1.773 1.385
H 0.745 -0.158 2.359
H -0.992 -0.799 0.176
*
```

Properties
Structure (SMILES): C=NI.C=N
Highest occupied orbital energy: -0.3403 hartree
Frontier orbital gap: 9.493 eV
LUMO level: 0.232 eV
ΔE to the lowest compared entry with this formula, charge and spin: 32.53 kcal/mol

Atom charges from the Löwdin analysis, given in e for atoms 1 to 2: atom 1 (C): -0.1784, atom 2 (N): -0.6028

2 unconnected molecules or ions with the total composition C4H9N in a non-equilibrium geometry. Source: the OMol25 dataset; level of theory: the ωB97M-V functional and the def2-TZVPD basis.

Geometry as ORCA input:
```
! wB97M-V def2-TZVPD RIJCOSX def2/J DEFGRID3
* xyz 0 1
C -3.783 -0.395 -0.461
N -2.518 -0.249 -0.570
C -1.925 0.339 0.626
H -4.282 -1.298 -0.804
H -4.306 0.419 0.060
H -0.847 0.145 0.602
H -2.181 0.030 1.642
H -1.937 1.436 0.701
C 4.000 0.021 0.259
C 3.381 0.017 -0.920
H 3.385 0.057 1.151
H 5.037 -0.269 0.365
H 2.346 0.349 -0.880
H 3.631 -0.605 -1.771
*
```

Properties
Structure (SMILES): C=NC.C=C
Highest occupied orbital energy: -0.3380 hartree
Frontier orbital gap: 9.979 eV
LUMO level: 0.783 eV
ΔE to the lowest compared entry with this formula, charge and spin: 74.41 kcal/mol

Atom charges from the Löwdin analysis, given in e for atoms 1 to 2: atom 1 (C): -0.0742, atom 2 (N): -0.0842

A molecular structure, C3H5O6PPd in a non-equilibrium geometry. Source: the OMol25 dataset; level of theory: the ωB97M-V functional and the def2-TZVPD basis.

Geometry as ORCA input:
```
! wB97M-V def2-TZVPD RIJCOSX def2/J DEFGRID3
* xyz 2 1
O -2.762 0.909 0.755
C -2.238 0.882 -0.321
C -1.486 -0.344 -0.784
O -0.412 -0.045 -1.714
C 0.469 0.816 -1.290
O 0.483 1.962 -1.452
O 1.674 0.237 -0.585
P 1.559 -0.436 0.764
O 1.237 -1.949 0.694
O 0.591 0.233 1.731
H -2.267 1.770 -0.967
H -1.149 -0.933 0.062
H -2.184 -0.978 -1.315
H 1.997 -2.504 0.933
H 0.645 1.212 1.793
Pd 3.842 -0.832 1.695
*
```

Properties
Highest occupied orbital energy: -0.6177 hartree
Frontier orbital gap: 3.491 eV
LUMO level: -13.316 eV

Atom charges from the Löwdin analysis, given in e for atoms 1 to 2: atom 1 (O): 0.1283, atom 2 (C): -0.2062

A single C4H2Cl3OP molecule in a non-equilibrium geometry. Source: the OMol25 dataset; level of theory: the ωB97M-V functional and the def2-TZVPD basis.

Geometry as ORCA input:
```
! wB97M-V def2-TZVPD RIJCOSX def2/J DEFGRID3
* xyz 0 1
C 0.940 -0.778 -0.044
C 0.736 0.273 0.652
C -0.502 -1.157 -1.490
C -0.633 1.024 0.818
O -1.726 0.503 0.075
P -1.788 -0.112 -1.421
Cl 2.356 -1.706 -0.163
Cl 1.926 0.964 1.709
Cl 0.075 -1.998 -2.788
H -0.830 0.806 2.005
H -0.552 2.183 0.646
*
```

Properties
Highest occupied orbital energy: -0.3290 hartree
Frontier orbital gap: 8.709 eV
LUMO level: -0.244 eV
ΔE to the lowest compared entry with this formula, charge and spin: 0.00 kcal/mol

Atom charges from the Löwdin analysis, given in e for atoms 1 to 2: atom 1 (C): -0.6688, atom 2 (C): -0.7798

A molecular structure, C24H42NP3PbS in a non-equilibrium geometry. Source: the OMol25 dataset; level of theory: the ωB97M-V functional and the def2-TZVPD basis.

Geometry as ORCA input:
```
! wB97M-V def2-TZVPD RIJCOSX def2/J DEFGRID3
* xyz 4 1
Pb 0.491 0.602 0.115
P -2.306 -1.397 -1.417
P 0.780 -1.514 1.967
P 1.962 -1.380 -1.540
H 0.616 5.233 -0.811
C 0.712 5.487 -1.874
C 0.172 4.731 -2.842
H -0.400 3.819 -2.628
C -3.839 -0.640 -0.898
C -2.099 -3.024 -0.697
C -2.203 -1.482 -3.203
C 2.211 -1.128 3.042
C -0.602 -1.561 3.168
C 1.034 -3.288 1.592
C 2.237 -0.597 -3.166
C 1.601 -3.107 -2.024
C 3.678 -1.490 -0.921
H 1.261 6.404 -2.115
H 0.269 5.018 -3.896
H -3.697 0.445 -0.808
H -4.153 -1.027 0.080
H -4.621 -0.842 -1.643
H -2.014 -2.951 0.396
H -1.196 -3.514 -1.090
H -2.976 -3.638 -0.947
H -1.987 -0.484 -3.608
H -3.167 -1.829 -3.601
H -1.407 -2.171 -3.518
H 2.534 -2.037 3.570
H 1.918 -0.363 3.772
H 3.042 -0.733 2.440
H -0.517 -2.448 3.812
H -1.565 -1.592 2.639
H -0.577 -0.652 3.787
H 1.047 -3.852 2.537
H 1.988 -3.442 1.068
H 0.215 -3.664 0.964
H 2.864 -1.255 -3.785
H 2.732 0.376 -3.046
H 1.269 -0.441 -3.663
H 2.422 -3.476 -2.657
H 0.660 -3.151 -2.590
H 1.511 -3.748 -1.136
H 4.235 -2.198 -1.551
H 3.683 -1.843 0.120
H 4.158 -0.503 -0.959
C 3.453 2.247 -0.068
C 4.830 1.923 -0.009
C 5.620 2.026 -1.149
C 5.069 2.490 -2.351
C 3.722 2.866 -2.403
C 2.926 2.765 -1.268
S 2.439 1.974 1.299
H -1.251 -0.556 -0.940
H 5.234 1.583 0.944
H 6.675 1.747 -1.101
H 5.687 2.570 -3.246
H 3.286 3.259 -3.324
H 1.885 3.090 -1.292
N -1.581 1.203 1.437
C -2.588 1.193 2.042
C -3.808 1.108 2.758
C -3.811 0.718 4.112
C -5.023 0.527 4.778
C -6.232 0.734 4.103
C -6.235 1.160 2.771
C -5.028 1.355 2.097
H -2.858 0.561 4.624
H -5.017 0.212 5.823
H -7.178 0.565 4.622
H -7.176 1.342 2.247
H -5.014 1.687 1.056
*
```

Properties
Highest occupied orbital energy (alpha / beta): -0.6901 / -0.6901 hartree
Frontier orbital gap (alpha / beta): 3.056 / 3.011 eV
LUMO level (alpha / beta): -15.722 / -15.768 eV
ΔE to the lowest compared entry with this formula, charge and spin: 49.97 kcal/mol

Atom charges from the Löwdin analysis, given in e for atoms 1 to 2: atom 1 (Pb): 0.8751, atom 2 (P): 0.8826

5 unconnected molecules or ions with the total composition C2H14N2O4 in a non-equilibrium geometry. Source: the OMol25 dataset; level of theory: the ωB97M-V functional and the def2-TZVPD basis.

Geometry as ORCA input:
```
! wB97M-V def2-TZVPD RIJCOSX def2/J DEFGRID3
* xyz 0 1
N 0.080 -0.205 -0.556
C 1.091 -0.620 -1.438
C 2.283 -1.119 -1.044
N 3.324 -1.559 -1.847
H 0.360 -0.023 0.414
H -0.843 0.003 -0.870
H 0.937 -0.530 -2.501
H 2.519 -0.972 0.029
H 3.564 -1.089 -2.695
H 3.934 -2.260 -1.489
O -1.332 -4.768 1.214
H -1.439 -5.342 0.444
H -0.521 -4.318 0.924
O 1.031 6.120 -2.409
H 0.601 5.591 -1.739
H 1.803 6.611 -2.109
O -4.210 -3.354 1.489
H -4.570 -3.180 2.362
H -3.312 -3.670 1.600
O -1.677 4.982 3.088
H -1.692 5.613 3.812
H -1.933 4.087 3.318
*
```

Properties
Structure (SMILES): N/C=C/N.O.O.O.O
Highest occupied orbital energy: -0.2580 hartree
Frontier orbital gap: 7.628 eV
LUMO level: 0.607 eV
ΔE to the lowest compared entry with this formula, charge and spin: 44.80 kcal/mol

Atom charges from the Löwdin analysis, given in e for atoms 1 to 2: atom 1 (N): 0.0099, atom 2 (C): -0.2269

20 unconnected molecules or ions with the total composition C26H94N38O20 in a non-equilibrium geometry. Source: the OMol25 dataset; level of theory: the ωB97M-V functional and the def2-TZVPD basis.

Geometry as ORCA input:
```
! wB97M-V def2-TZVPD RIJCOSX def2/J DEFGRID3
* xyz 0 1
C -4.912 -7.508 -1.889
C -5.511 -6.303 -2.546
C -4.948 -5.986 -3.959
O -3.513 -5.758 -3.793
C -2.993 -5.267 -5.009
N -6.947 -6.432 -2.544
H -4.996 -8.428 -2.523
H -5.507 -7.632 -1.001
H -3.864 -7.335 -1.710
H -5.219 -5.503 -1.887
H -5.324 -5.022 -4.342
H -5.186 -6.728 -4.738
H -1.863 -5.251 -4.922
H -3.343 -4.237 -5.177
H -3.177 -5.903 -5.886
H -7.274 -5.618 -3.033
H -7.342 -7.262 -2.986
C 2.885 2.037 4.949
C 2.406 1.738 6.308
C 2.361 0.276 6.612
O 1.703 -0.047 7.858
C 1.590 -1.463 7.932
N 3.323 2.306 7.347
H 3.901 1.581 4.832
H 3.028 3.139 4.907
H 2.226 1.678 4.165
H 1.438 2.254 6.328
H 3.414 -0.056 6.653
H 1.889 -0.281 5.790
H 0.871 -1.845 7.204
H 1.311 -1.788 8.948
H 2.537 -1.896 7.729
H 3.321 3.302 7.181
H 2.986 2.173 8.284
C -2.608 -2.633 0.162
O -2.733 -1.495 0.603
N -3.119 -3.841 0.620
N -1.854 -2.907 -1.020
H -2.464 -4.616 0.513
H -3.656 -3.791 1.460
H -2.068 -3.760 -1.582
H -1.539 -2.113 -1.518
C -0.634 -1.811 -3.543
O -0.532 -0.748 -2.844
N 0.390 -2.616 -3.788
N -1.636 -1.937 -4.383
H 0.372 -3.496 -4.321
H 0.984 -2.606 -2.977
H -1.728 -2.889 -4.547
H -2.476 -1.507 -3.970
C 3.595 -2.506 3.547
O 2.879 -2.759 2.580
N 4.836 -2.067 3.364
N 3.092 -2.538 4.819
H 5.402 -1.874 4.136
H 5.048 -1.548 2.497
H 3.685 -2.140 5.591
H 2.131 -2.202 4.812
C 0.756 -5.263 1.771
O 0.009 -5.958 1.113
N 0.505 -4.000 2.159
N 2.018 -5.726 2.166
H -0.443 -3.703 2.119
H 1.124 -3.515 2.846
H 2.683 -5.197 2.685
H 2.077 -6.722 2.041
C 2.488 -1.869 -0.919
O 2.420 -1.937 -2.148
N 3.583 -1.467 -0.188
N 1.441 -2.196 -0.130
H 3.649 -1.719 0.802
H 4.410 -1.362 -0.750
H 0.841 -2.822 -0.620
H 1.552 -2.295 0.880
C 4.901 0.432 -3.971
O 5.625 1.277 -4.503
N 3.678 0.630 -3.424
N 5.501 -0.887 -3.618
H 3.022 1.161 -4.026
H 3.280 -0.208 -3.027
H 4.985 -1.712 -3.815
H 6.409 -0.970 -3.995
C -3.306 3.226 5.566
O -4.039 2.516 4.855
N -2.923 4.486 5.008
N -2.869 2.839 6.806
H -2.321 5.083 5.522
H -2.966 4.522 4.016
H -2.437 3.526 7.410
H -3.298 2.063 7.284
C 0.124 2.954 -4.080
O 1.314 3.024 -3.684
N -0.594 4.072 -4.311
N -0.467 1.790 -4.244
H 0.018 4.883 -4.306
H -1.455 4.049 -4.822
H -0.072 0.936 -3.855
H -1.364 1.767 -4.722
C 0.823 -6.069 -2.442
O 0.617 -5.792 -3.605
N 1.974 -5.521 -1.869
N 0.104 -6.820 -1.586
H 2.108 -5.462 -0.890
H 2.493 -4.903 -2.505
H -0.789 -7.200 -1.852
H 0.224 -6.675 -0.588
C 5.837 0.601 0.628
O 5.958 -0.505 1.201
N 6.594 0.985 -0.417
N 5.004 1.570 1.103
H 6.451 1.925 -0.709
H 7.506 0.527 -0.533
H 4.947 2.478 0.702
H 4.882 1.350 2.071
C -4.275 2.021 0.814
O -4.198 1.636 -0.307
N -4.620 3.242 1.090
N -4.268 1.165 1.814
H -4.864 3.765 0.245
H -4.932 3.490 2.011
H -4.289 1.497 2.769
H -4.191 0.183 1.643
C -0.165 4.945 2.291
O -0.342 5.574 3.294
N 0.782 3.984 2.055
N -1.105 5.004 1.231
H 1.361 3.544 2.751
H 0.590 3.369 1.255
H -1.904 5.612 1.413
H -0.928 4.531 0.343
C 0.089 -0.378 3.560
O 0.534 -1.119 4.435
N 0.780 0.022 2.386
N -1.095 0.260 3.701
H 1.502 -0.661 2.104
H 0.264 0.424 1.610
H -1.599 -0.004 4.574
H -1.639 0.573 2.899
C -3.297 4.741 -1.563
O -4.433 4.881 -1.103
N -2.554 5.904 -1.889
N -2.627 3.635 -1.885
H -3.041 6.806 -1.878
H -1.795 5.705 -2.522
H -3.164 2.807 -1.825
H -1.658 3.619 -2.179
C 0.912 6.544 -2.337
O -0.015 6.820 -3.125
N 2.165 6.155 -2.811
N 0.881 6.439 -0.992
H 2.885 5.975 -2.090
H 2.494 6.476 -3.679
H 1.757 6.234 -0.486
H 0.052 6.431 -0.419
C 4.208 3.692 -1.743
O 5.186 3.551 -1.042
N 4.246 3.832 -3.107
N 3.005 3.802 -1.171
H 3.354 3.916 -3.532
H 4.997 3.466 -3.572
H 2.129 3.709 -1.732
H 2.860 3.451 -0.220
C -4.385 1.801 -4.720
O -3.356 1.177 -4.986
N -5.056 2.626 -5.584
N -5.040 1.688 -3.421
H -5.656 3.346 -5.244
H -4.805 2.636 -6.569
H -4.481 1.491 -2.619
H -5.784 2.329 -3.181
C 0.034 1.616 -0.665
O 0.216 2.867 -0.466
N 0.996 0.778 -1.232
N -1.104 0.981 -0.242
H 0.529 0.009 -1.695
H 1.848 1.213 -1.548
H -1.222 -0.022 -0.425
H -2.002 1.461 -0.378
*
```

Properties
Highest occupied orbital energy: -0.3467 hartree
Frontier orbital gap: 9.766 eV
LUMO level: 0.331 eV
ΔE to the lowest compared entry with this formula, charge and spin: 0.00 kcal/mol

Atom charges from the Löwdin analysis, given in e for atoms 1 to 2: atom 1 (C): -0.0684, atom 2 (C): -0.4687

2 unconnected molecules or ions with the total composition C8H7F4N in a non-equilibrium geometry. Source: the OMol25 dataset; level of theory: the ωB97M-V functional and the def2-TZVPD basis.

Geometry as ORCA input:
```
! wB97M-V def2-TZVPD RIJCOSX def2/J DEFGRID3
* xyz 0 1
F -2.615 -2.576 0.403
C -1.987 -1.764 -0.410
F -2.713 -1.552 -1.571
C -0.795 -1.215 -0.132
C -0.076 -1.523 1.044
C 1.045 -0.873 1.366
C 1.514 0.240 0.531
C 1.053 0.390 -0.731
C -0.155 -0.353 -1.221
H -0.685 -2.279 1.568
H 1.627 -1.106 2.243
H 2.278 0.722 1.119
H 1.259 1.216 -1.469
H 0.251 -0.832 -2.182
H -0.872 0.484 -1.707
N -3.805 2.059 -0.260
C -4.334 1.133 0.332
F -5.463 0.617 -0.105
F -3.984 0.361 1.389
H -2.962 2.400 0.102
*
```

Properties
Structure (SMILES): FC(F)=C1C=CC=CC1.N=C(F)F
Highest occupied orbital energy: -0.2939 hartree
Frontier orbital gap: 8.336 eV
LUMO level: 0.338 eV

Atom charges from the Löwdin analysis, given in e for atoms 1 to 2: atom 1 (F): 0.1404, atom 2 (C): -0.2945

no.,E_tot (hartree)
1,-486.30531
2,-212.43259
3,-1037.20780
4,-1950.66054
5,-2607.97027
6,-495.01053
7,-4633.40469
8,-763.16353